Formula: C33H49N9O6P2
Source: the OMol25 dataset
Level of theory: ωB97M-V/def2-TZVPD

The geometry in XYZ format:
```
99
Properties=species:S:1:pos:R:3
N -0.9580 -2.6173 -0.8827
P -1.5592 -1.3549 -1.5737
O -0.3627 -0.3764 -2.1687
P 0.1189 -0.6712 -3.6714
O -0.6015 -1.7687 -4.3061
O -0.0575 0.6835 -4.4821
C -1.4248 1.1612 -4.4948
C -1.9311 1.3808 -5.9169
N -3.3176 1.9000 -5.8534
O 1.6847 -0.8762 -3.5980
C 2.0819 -2.2046 -4.0052
C 3.5804 -2.3951 -3.7446
C 3.8011 -3.8836 -3.8717
O 3.7747 -4.6272 -2.9219
O 3.9715 -4.3027 -5.1332
H -1.2234 -2.5964 0.0951
H -2.3148 -0.5775 -0.6760
H -2.4357 -1.6794 -2.6131
H -2.1027 0.4459 -4.0338
H -1.4444 2.1127 -3.9645
H -1.9876 0.4148 -6.4109
H -1.3074 2.0832 -6.4585
H -3.3511 2.5532 -5.0746
H -3.9168 1.1369 -5.5584
H 1.9231 -2.3242 -5.0714
H 1.5644 -2.9824 -3.4527
H 3.8419 -2.0810 -2.7416
H 4.1857 -1.9100 -4.5086
H 4.1086 -5.2581 -5.0522
N -0.0648 -1.8047 2.9794
C 0.3256 -1.5273 4.2631
C 1.5350 -0.8871 4.2054
C 1.8863 -0.7672 2.8322
C 0.8793 -1.3368 2.1011
H -0.9123 -2.2750 2.7218
H -0.2893 -1.8076 5.1015
H 2.1034 -0.5394 5.0515
H 2.7751 -0.3118 2.4292
H 0.7557 -1.4514 1.0362
N 5.8237 0.6290 -5.3238
C 7.1513 0.3974 -5.5641
C 7.2985 0.1422 -6.9003
C 6.0093 0.2268 -7.4919
C 5.1222 0.5302 -6.4950
H 5.4266 0.8388 -4.4273
H 7.8730 0.4338 -4.7662
H 8.2264 -0.0793 -7.3998
H 5.7630 0.0821 -8.5302
H 4.0565 0.6834 -6.5166
N -1.8018 1.0913 3.3364
C -3.1146 0.7398 3.1634
C -3.8856 1.6210 3.8728
C -3.0046 2.5447 4.4965
C -1.7276 2.1931 4.1459
H -1.0132 0.6104 2.9324
H -3.3861 -0.1050 2.5531
H -4.9605 1.6066 3.9373
H -3.2773 3.3725 5.1299
H -0.7765 2.6286 4.4008
N -2.0827 3.6530 1.1384
C -2.6028 4.8430 1.5587
C -2.7301 5.6602 0.4649
C -2.2678 4.9302 -0.6616
C -1.8782 3.6948 -0.2119
H -1.8814 2.8680 1.7337
H -2.8354 5.0032 2.5976
H -3.1114 6.6676 0.4718
H -2.2268 5.2721 -1.6824
H -1.4723 2.8456 -0.7362
N -5.7541 6.5114 2.2106
C -6.4290 7.5768 2.7431
C -7.1777 8.1397 1.7449
C -6.9475 7.3804 0.5645
C -6.0664 6.3834 0.8871
H -5.1247 5.9132 2.7119
H -6.3179 7.8410 3.7807
H -7.8191 8.9989 1.8476
H -7.3793 7.5482 -0.4078
H -5.6350 5.5971 0.2927
N 2.0424 -6.4745 -1.1857
C 0.9895 -6.1289 -0.3860
C 0.9034 -7.0564 0.6197
C 1.9494 -7.9968 0.4180
C 2.6342 -7.6077 -0.7031
H 2.3378 -5.9699 -2.0026
H 0.3940 -5.2558 -0.6010
H 0.1733 -7.0603 1.4119
H 2.1733 -8.8575 1.0258
H 3.4889 -8.0383 -1.1960
N 2.7188 -2.7628 9.5490
C 3.0026 -3.0773 8.2479
C 2.1036 -2.4213 7.4515
C 1.2449 -1.6779 8.3073
C 1.6516 -1.9083 9.5939
H 3.2169 -3.1065 10.3480
H 3.8158 -3.7384 8.0025
H 2.0636 -2.4669 6.3770
H 0.4235 -1.0463 8.0113
H 1.2754 -1.5403 10.5328
```

Computed properties:
LUMO energy: 0.16 eV
HOMO energy: -0.2872 hartree
strongest force on any atom: 0.0349 Eh/bohr

Formula: C16H23BrN2O3S
Source: the OMol25 dataset
Level of theory: ωB97M-V/def2-TZVPD

The geometry in XYZ format:
```
46
Properties=species:S:1:pos:R:3
C -3.3697 0.9832 2.2182
N -2.3280 -0.0011 2.3929
S -2.6836 -1.5635 1.9422
O -1.5714 -2.3663 2.3654
O -3.9893 -1.8609 2.4473
C -2.7435 -1.6031 0.1497
C -3.8485 -1.0977 -0.5059
C -3.8535 -1.0447 -1.8885
C -2.7464 -1.5093 -2.5793
C -1.6480 -2.0448 -1.9261
C -1.6508 -2.0855 -0.5439
H -0.8186 -2.4877 0.0125
H -0.8070 -2.4145 -2.4932
Br -2.7311 -1.4174 -4.4724
H -4.6994 -0.6408 -2.4232
H -4.6942 -0.7544 0.0673
C -0.9656 0.3995 2.1592
C -0.6403 0.6499 0.6823
O -1.4903 0.9296 -0.1426
N 0.6625 0.5192 0.3875
H 1.3190 0.2903 1.1158
C 1.2022 0.7180 -0.9414
C 1.9771 -0.5151 -1.4196
H 2.3047 -0.3199 -2.4427
C 3.1847 -0.9205 -0.5770
C 4.2368 0.1720 -0.3858
C 3.8396 1.2176 0.6562
C 2.9228 2.3423 0.1524
H 3.5403 3.1907 -0.1511
C 2.0186 2.0156 -1.0390
H 2.6128 1.9671 -1.9517
H 1.3243 2.8511 -1.1514
H 2.3036 2.6858 0.9842
H 4.7469 1.6810 1.0498
H 3.3731 0.6986 1.4984
H 4.4575 0.6523 -1.3393
H 5.1566 -0.3092 -0.0448
H 2.8535 -1.2730 0.4031
H 3.6549 -1.7718 -1.0754
H 1.2853 -1.3597 -1.4511
H 0.3254 0.8250 -1.5918
H -0.3422 -0.4089 2.5467
H -0.7664 1.3139 2.7284
H -4.3105 0.4811 2.4294
H -3.2234 1.7874 2.9410
H -3.3806 1.3987 1.2075
```

Computed properties:
SMILES string: CN(CC(=O)NC1CCCCCC1)S(=O)(=O)c1ccc(Br)cc1
LUMO energy: 0.56 eV
HOMO energy: -0.3344 hartree
relative energy (zero: lowest compared OMol25 entry of this formula, charge and spin): 12.29 kJ/mol
strongest force on any atom: 0.0183 Eh/bohr

Formula: C4H7ClO
Source: the OMol25 dataset
Level of theory: ωB97M-V/def2-TZVPD

The geometry in XYZ format:
```
13
Properties=species:S:1:pos:R:3
C -1.7655 -1.0126 0.2166
C 0.1494 0.2561 -0.6385
C 0.7969 1.0906 0.4889
C 1.6465 0.1816 -0.3876
H -2.4597 -0.5022 -0.4814
H -2.0507 -0.3390 1.2696
H -1.9932 -2.1246 0.4158
H -0.0071 0.8008 -1.5264
H 0.5148 0.9807 1.5845
H 0.8292 2.1132 0.3326
H 2.3222 0.7457 -0.9581
O -0.4498 -1.0320 -0.4143
Cl 2.4668 -1.1582 0.0983
```

Computed properties:
SMILES string: CO[C@H]1C[C@H]1Cl
LUMO energy: 0.97 eV
HOMO energy: -0.3525 hartree
relative energy (zero: lowest compared OMol25 entry of this formula, charge and spin): 304.30 kJ/mol
strongest force on any atom: 0.0722 Eh/bohr

Formula: C14H11N3O4PbSbSe4
Source: the OMol25 dataset
Level of theory: ωB97M-V/def2-TZVPD

The geometry in XYZ format:
```
38
Properties=species:S:1:pos:R:3
Pb 0.0542 0.5556 0.9759
O -1.8572 4.6648 2.7004
C -1.4448 3.5960 1.9890
O -0.8862 2.6801 2.5281
C -1.7422 3.6700 0.5509
C -2.4094 4.7762 0.0159
C -2.6628 4.7951 -1.3349
C -2.2447 3.7372 -2.1197
C -1.5584 2.6709 -1.5305
N -1.3282 2.6361 -0.2019
C -1.0430 1.5271 -2.3344
O -1.2183 1.5760 -3.6736
O -0.4830 0.5754 -1.8802
H -1.5960 4.5128 3.6202
H -2.7088 5.5835 0.6657
H -3.1814 5.6289 -1.7872
H -2.4692 3.7538 -3.1776
H -1.6544 2.3868 -3.9541
Se 4.5370 -2.3142 1.2359
Sb 3.3108 -2.0252 3.3475
Se 2.0450 1.4566 2.4684
Se 0.8721 -0.2325 3.4666
Se 2.2747 -4.1815 3.8163
N 2.4576 -2.4893 -1.5192
C 2.2066 -1.2834 -0.9683
N 1.2879 -1.3265 -0.0460
C 0.9146 -2.6570 0.0564
C 0.0046 -3.2897 0.8955
C -0.1533 -4.6526 0.7488
C 0.5600 -5.3802 -0.2083
C 1.4804 -4.7704 -1.0375
C 1.6556 -3.4045 -0.8742
H 3.2255 -2.7089 -2.1266
H 2.7009 -0.3830 -1.2886
H -0.5474 -2.7391 1.6447
H -0.8380 -5.1734 1.4034
H 0.3987 -6.4470 -0.2878
H 2.0404 -5.3245 -1.7791
```

Computed properties:
LUMO energy: 0.56 eV
charge: -1
HOMO energy: -0.0959 hartree
relative energy (zero: lowest compared OMol25 entry of this formula, charge and spin): 282.77 kJ/mol
strongest force on any atom: 0.0325 Eh/bohr

Formula: C56H50NO3P2RhS3Te
Source: the OMol25 dataset
Level of theory: ωB97M-V/def2-TZVPD

The geometry in XYZ format:
```
117
Properties=species:S:1:pos:R:3
Rh 0.4772 0.3093 0.4694
S -1.8798 -0.0952 0.0827
P -1.3000 -1.8882 0.7487
C 0.2395 -1.5043 1.3662
P 0.7149 -1.0815 2.9522
S 0.9217 0.8980 2.7459
C -0.4332 -1.5278 4.2824
C -1.6223 -0.8070 4.3549
C -2.5792 -1.1340 5.2971
C -2.3518 -2.1772 6.1845
C -1.1632 -2.8905 6.1269
C -0.2053 -2.5679 5.1768
C 2.2405 -1.9614 3.3893
C 3.2403 -1.3319 4.1157
C 4.3909 -2.0241 4.4637
C 4.5392 -3.3543 4.0959
C 3.5387 -3.9872 3.3676
C 2.3987 -3.2872 3.0049
C -1.0712 -3.1144 -0.5774
C 0.2028 -3.3137 -1.0969
C 0.4059 -4.2279 -2.1175
C -0.6657 -4.9429 -2.6330
C -1.9435 -4.7392 -2.1277
C -2.1452 -3.8300 -1.1007
C -2.5171 -2.6766 1.8311
C -2.1962 -3.8797 2.4545
C -3.1029 -4.4846 3.3044
C -4.3473 -3.9042 3.5174
C -4.6768 -2.7134 2.8898
C -3.7566 -2.0917 2.0560
H -1.7920 0.0114 3.6660
H -3.5049 -0.5743 5.3408
H -3.0997 -2.4282 6.9255
H -0.9802 -3.6982 6.8235
H 0.7176 -3.1320 5.1408
H 3.1283 -0.2889 4.3889
H 5.1711 -1.5265 5.0246
H 5.4324 -3.8975 4.3753
H 3.6557 -5.0223 3.0731
H 1.6340 -3.7666 2.4031
H 1.0257 -2.7466 -0.6754
H 1.4013 -4.3805 -2.5164
H -0.5059 -5.6602 -3.4278
H -2.7810 -5.2957 -2.5273
H -3.1436 -3.6843 -0.7042
H -1.2313 -4.3423 2.2781
H -2.8459 -5.4123 3.7983
H -5.0592 -4.3825 4.1772
H -5.6446 -2.2596 3.0576
H -3.9951 -1.1451 1.5847
C -0.9446 5.9797 -3.8279
C -0.7275 5.0125 -2.7002
C -0.8328 5.4033 -1.3711
C -0.6611 4.5226 -0.3068
C -0.8333 5.0578 1.0693
O -0.5316 6.2068 1.3379
C -1.4633 4.1947 2.1154
C -1.1239 4.3983 3.4486
C -1.7501 3.6661 4.4435
C -2.7411 2.7535 4.1111
C -3.0903 2.5568 2.7810
C -2.4405 3.2629 1.7843
C -0.2933 3.1768 -0.5464
O -0.0453 2.3752 0.4363
C -0.1963 2.7796 -1.9170
C -0.4287 3.6724 -2.9501
C 0.1806 1.3687 -2.1236
N 1.2671 0.8842 -1.6085
C 2.3365 1.8272 -1.2497
C 3.0660 2.3747 -2.4672
Te 3.4190 1.0452 -4.1149
C 2.0840 2.0656 -5.3866
C 1.0284 1.3900 -5.9874
C 0.1297 2.0715 -6.7962
C 0.2728 3.4346 -7.0014
C 1.3303 4.1131 -6.4114
C 2.2377 3.4301 -5.6168
C -0.7119 0.4709 -2.8831
C -0.2741 -0.8053 -3.2449
C -1.1100 -1.6520 -3.9486
C -2.3817 -1.2273 -4.3162
C -2.8175 0.0421 -3.9713
C -1.9884 0.8871 -3.2506
H -1.0627 6.9948 -3.4506
H -1.8392 5.7346 -4.4048
H -0.1019 5.9786 -4.5230
H -1.0713 6.4316 -1.1250
H -0.3712 5.1365 3.6893
H -1.4733 3.8135 5.4794
H -3.2370 2.1903 4.8923
H -3.8595 1.8413 2.5171
H -2.6874 3.0899 0.7450
H -0.3471 3.3125 -3.9750
H 3.0180 1.3026 -0.5851
H 1.9686 2.6849 -0.6799
H 4.0278 2.7887 -2.1681
H 2.4933 3.1830 -2.9225
H 0.8882 0.3361 -5.8078
H -0.6945 1.5345 -7.2471
H -0.4362 3.9684 -7.6204
H 1.4540 5.1759 -6.5753
H 3.0678 3.9640 -5.1713
H 0.7301 -1.1028 -2.9745
H -0.7734 -2.6454 -4.2129
H -3.0330 -1.8908 -4.8711
H -3.8094 0.3725 -4.2504
H -2.3386 1.8659 -2.9544
C 5.4354 -0.3578 -0.0730
S 3.8404 -1.0794 -0.4929
C 4.2500 -2.7860 -0.1108
O 2.9091 -0.6525 0.5997
H 5.7214 -0.6686 0.9311
H 5.3079 0.7230 -0.1031
H 6.1824 -0.6577 -0.8075
H 5.0273 -3.1395 -0.7871
H 3.3447 -3.3738 -0.2501
H 4.5690 -2.8450 0.9287
```

Computed properties:
LUMO energy (spin up / spin down): -0.84 / -0.83 eV
HOMO energy (spin up / spin down): -0.2532 / -0.2533 hartree
relative energy (zero: lowest compared OMol25 entry of this formula, charge and spin): 218.72 kJ/mol
strongest force on any atom: 0.0244 Eh/bohr

Formula: Cl4H4Si3
Source: the OMol25 dataset
Level of theory: ωB97M-V/def2-TZVPD

The geometry in XYZ format:
```
11
Properties=species:S:1:pos:R:3
Si -3.2193 -0.4992 0.6693
Si 2.4206 2.0666 -1.5413
Si 2.8829 0.2157 -0.2435
Cl -1.3194 -0.6983 -0.0890
Cl 4.4109 -0.1950 1.1144
Cl 1.4269 0.8589 1.1417
Cl 2.3493 -1.8364 -0.6452
H -3.8781 0.6929 0.2040
H -3.7167 -1.6344 -0.0197
H -3.4384 -0.4173 2.1984
H 2.0814 1.4467 -2.7891
```

Computed properties:
LUMO energy: -2.08 eV
HOMO energy: -0.3471 hartree
relative energy (zero: lowest compared OMol25 entry of this formula, charge and spin): 245.67 kJ/mol
strongest force on any atom: 0.0614 Eh/bohr